67
Properties=species:S:1:pos:R:3:nbo_charge:R:1 method="wB97M-V/def2-TZVPD" lumo_energy_ha=-0.0835 e_tot_ha=-1505.7506 total_charge=+1 homo_energy_ha=-0.3773 orbital_gap_ev=7.99
P 0.173 -4.119 2.017 0.474
O -2.679 -3.807 2.387 -0.884
O -1.624 -1.878 1.477 -0.912
O -4.609 -3.966 5.355 -0.885
O -3.521 -1.598 2.918 -0.879
N 1.877 2.223 -2.032 -0.218
C 1.087 -3.161 3.309 -0.676
C -0.487 0.912 4.215 -0.245
C 2.095 5.075 -3.715 -0.616
C -0.884 0.607 -3.377 -0.404
C 0.908 -3.570 0.402 -0.912
C -6.217 -4.071 3.396 -0.993
C -1.268 0.757 3.317 -0.011
C 2.029 0.732 -1.816 -0.209
C 2.236 2.763 -0.668 -0.213
C 1.539 1.827 0.304 -0.420
C -2.181 0.490 2.199 -0.817
C 2.885 2.668 -3.074 -0.195
C 0.472 2.660 -2.435 -0.222
C 3.182 4.159 -3.148 -0.430
C 1.598 0.448 -0.377 -0.440
C 2.557 -3.573 3.408 -0.611
C -0.690 1.681 -2.296 -0.426
C -0.664 1.093 -4.806 -0.615
B -4.819 -3.694 4.015 0.718
B -1.528 -3.189 1.950 0.889
B -3.603 -2.986 3.041 0.852
B -2.474 -1.066 2.209 1.182
H -3.089 1.079 2.339 0.267
H 1.679 4.676 -4.642 0.211
H 0.145 0.877 5.071 0.243
H -1.680 0.777 1.271 0.233
H 1.496 0.188 -2.585 0.239
H 1.258 -2.539 0.494 0.203
H 0.254 3.537 -1.829 0.225
H 4.056 4.241 -3.797 0.242
H 2.016 1.835 1.281 0.255
H 1.921 3.799 -0.588 0.234
H -3.792 -4.440 5.538 0.501
H 3.088 0.511 -1.931 0.223
H 0.639 -0.065 -0.327 0.237
H 1.017 -2.085 3.119 0.207
H 2.654 -4.647 3.566 0.219
H 3.812 2.152 -2.828 0.222
H -0.717 1.225 -1.306 0.219
H 1.281 5.242 -3.011 0.202
H 3.504 4.529 -2.174 0.215
H 2.986 -3.097 4.292 0.215
H 2.521 6.051 -3.940 0.240
H -7.021 -4.055 4.132 0.245
H 0.603 -3.376 4.263 0.231
H -0.259 -0.269 -3.191 0.193
H -1.577 2.320 -2.329 0.241
H 3.147 -3.262 2.547 0.201
H -1.908 0.242 -3.286 0.229
H 2.530 2.282 -4.030 0.222
H 0.371 1.398 -4.983 0.185
H -0.884 0.296 -5.513 0.237
H 2.322 -0.206 0.106 0.241
H -6.113 -5.091 3.006 0.253
H 3.321 2.701 -0.578 0.221
H -1.313 1.938 -5.043 0.215
H 1.661 -4.258 0.033 0.240
H -6.459 -3.444 2.535 0.225
H 0.504 2.137 0.452 0.222
H 0.078 -3.566 -0.309 0.230
H 0.533 3.001 -3.464 0.236